1.
{
  "formula": "C4H8S2",
  "method": "ωB97M-V with the def2-TZVPD basis set",
  "species": ["H", "S", "H", "S", "C", "C", "H", "H", "H", "H", "H", "C", "H", "C"],
  "xyz": [[2.446, 0.541, 1.340], [2.367, -1.398, -0.216], [3.477, -0.975, -0.841], [-2.551, -1.343, 0.112], [1.861, 0.320, 0.436], [-1.931, 0.244, -0.516], [0.013, 0.535, -1.427], [-2.386, 0.352, -1.539], [-0.037, -0.041, 1.539], [-2.934, -0.913, 1.374], [-2.403, 1.076, -0.028], [-0.441, 0.311, -0.472], [2.103, 1.105, -0.347], [0.416, 0.186, 0.584]],
  "mulliken_charge": [0.36, -0.21, 0.12, -0.20, -0.63, -0.78, 0.27, 0.31, 0.31, 0.13, 0.34, -0.06, 0.32, -0.29],
  "spin_multiplicity": 1,
  "homo_energy_ev": -8.653,
  "total_energy_ev": -25946.862,
  "smiles": "SC/C=C/CS",
  "total_charge": 0,
  "lumo_ev": 0.704,
  "gap_ev": 9.4,
  "largest_force_ev_per_a": 3.497,
  "relative_energy_kcal_mol": 35.8
}

2.
{
  "formula": "C4H2InO2",
  "method": "ωB97M-V with the def2-TZVPD basis set",
  "species": ["O", "H", "H", "In", "C", "C", "C", "O", "C"],
  "xyz": [[0.670, -0.733, -1.297], [-0.451, 2.097, -0.433], [0.108, -1.354, 3.082], [1.486, -0.394, -3.027], [0.370, -0.418, 1.012], [-0.832, 1.055, -0.444], [0.340, -0.020, -0.360], [-1.983, 0.770, -0.610], [0.291, -1.004, 2.078]],
  "mulliken_charge": [-0.34, 0.42, 0.44, 1.12, -0.53, 0.05, 0.76, -0.18, 0.26],
  "spin_multiplicity": 2,
  "homo_energy_ev": [-19.935, -18.785],
  "total_energy_ev": -13423.401,
  "total_charge": 2,
  "lumo_ev": [-11.092, -14.457],
  "gap_ev": [8.8, 4.3],
  "largest_force_ev_per_a": 5.437,
  "relative_energy_kcal_mol": 0.0
}

3.
{
  "formula": "C13H21BrN3O12P2",
  "method": "ωB97M-V with the def2-TZVPD basis set",
  "species": ["O", "O", "N", "O", "O", "H", "H", "C", "H", "H", "C", "P", "H", "Br", "C", "H", "O", "H", "H", "C", "O", "H", "C", "H", "H", "C", "H", "C", "C", "H", "O", "C", "O", "N", "C", "O", "C", "H", "H", "H", "N", "O", "C", "H", "H", "H", "O", "O", "H", "H", "C", "P"],
  "xyz": [[1.139, 3.793, 2.585], [3.010, -3.253, -3.566], [5.047, -1.249, -3.324], [-3.144, -0.614, 2.081], [5.617, -0.171, -1.086], [-5.952, -1.835, -0.245], [2.853, -2.364, -3.931], [2.928, 2.506, 3.221], [-0.449, -1.527, 0.478], [3.584, 0.804, -0.247], [-3.657, -1.294, 1.251], [1.966, -3.491, -2.348], [-4.230, 2.872, 1.734], [-0.023, -3.541, -3.366], [2.908, 0.025, -0.538], [-3.119, 4.073, 1.050], [-3.182, -1.428, -0.014], [1.049, 0.708, 0.345], [6.395, -0.044, -1.653], [-3.657, 3.151, 0.847], [-4.558, 3.316, -0.253], [3.790, 2.869, 2.661], [1.109, 2.645, 1.898], [4.587, -3.350, -1.281], [2.572, 4.542, 3.904], [2.031, 3.624, 3.698], [1.447, 3.350, 4.577], [2.069, -1.855, -1.438], [1.602, -0.025, -0.237], [-1.900, 2.409, -0.199], [5.315, -2.720, -1.162], [-4.586, 2.153, -0.948], [-5.354, 1.900, -1.815], [3.185, -1.102, -1.279], [-0.282, -1.527, -0.599], [0.334, 2.407, 1.017], [-5.197, -2.513, 0.156], [-5.624, -3.508, 0.243], [-2.400, 1.403, 1.173], [-0.546, -2.514, -0.950], [1.130, -1.174, -0.795], [2.063, 1.785, 2.325], [-2.756, 2.039, 0.367], [3.273, 1.864, 4.027], [-0.953, -0.770, -0.990], [5.451, -2.136, -3.613], [-4.771, -2.027, 1.435], [-3.613, 1.307, -0.516], [-4.074, -2.279, -1.696], [-3.345, -3.418, -0.545], [-3.914, -2.490, -0.641], [4.831, -1.327, -1.800]],
  "mulliken_charge": [-0.34, -0.38, -0.72, -0.56, -0.48, 0.28, 0.37, -0.32, 0.36, 0.55, 0.57, 0.19, 0.27, -0.16, -0.74, 0.34, -0.06, 0.78, 0.39, -0.46, -0.34, 0.28, 0.64, 0.38, 0.31, -0.40, 0.27, 0.46, -0.37, 0.13, -0.49, 0.59, -0.54, 0.13, -1.19, -0.58, -0.38, 0.31, 0.29, 0.39, 0.31, -0.28, -0.03, 0.31, 0.38, 0.27, -0.35, -0.25, 0.35, 0.30, -0.43, 0.63],
  "spin_multiplicity": 1,
  "homo_energy_ev": -12.673,
  "total_energy_ev": -131478.438,
  "total_charge": 1,
  "lumo_ev": -3.834,
  "gap_ev": 8.8,
  "largest_force_ev_per_a": 2.981
}

4.
{
  "formula": "C2H7N3O",
  "method": "ωB97M-V with the def2-TZVPD basis set",
  "species": ["H", "C", "O", "C", "H", "N", "H", "H", "H", "H", "N", "N", "H"],
  "xyz": [[-2.690, -0.765, -0.229], [0.521, 0.021, 0.020], [2.921, -0.002, 0.160], [-1.921, -0.009, 0.090], [1.825, -1.159, -0.923], [0.625, 1.325, -0.041], [-1.986, 0.846, -0.606], [-2.019, 0.245, 1.147], [-0.294, 1.790, -0.048], [2.493, 0.892, 0.093], [-0.660, -0.680, -0.003], [1.757, -0.809, 0.024], [-0.573, -1.696, 0.317]],
  "mulliken_charge": [0.27, 0.54, -0.42, -0.94, 0.26, -0.76, 0.31, 0.35, 0.20, 0.39, -0.21, -0.29, 0.29],
  "spin_multiplicity": 1,
  "homo_energy_ev": -9.402,
  "total_energy_ev": -8703.334,
  "smiles": "[H]/N=C(\\NC)NO",
  "total_charge": 0,
  "lumo_ev": 0.712,
  "gap_ev": 10.1,
  "largest_force_ev_per_a": 3.436,
  "relative_energy_kcal_mol": 67.9
}

5.
{
  "formula": "C3H4O3Ru",
  "method": "ωB97M-V with the def2-TZVPD basis set",
  "species": ["O", "H", "C", "H", "O", "H", "O", "C", "Ru", "H", "C"],
  "xyz": [[-0.695, -2.056, 1.406], [-0.955, 0.999, -1.689], [0.051, 0.246, -1.506], [1.023, 2.146, -1.059], [-0.340, -2.259, 3.620], [0.556, -0.401, -2.235], [0.340, -0.441, 2.477], [-0.246, -1.618, 2.564], [-0.011, -0.442, 0.570], [-0.033, 2.239, -2.479], [0.309, 1.586, -1.670]],
  "mulliken_charge": [-0.60, 0.25, -0.31, 0.27, -0.43, 0.48, -0.57, 1.00, 0.92, 0.30, -0.32],
  "spin_multiplicity": 6,
  "homo_energy_ev": [-13.925, -14.430],
  "total_energy_ev": -11883.743,
  "total_charge": 1,
  "lumo_ev": [-7.147, -7.908],
  "gap_ev": [6.8, 6.5],
  "largest_force_ev_per_a": 7.319,
  "relative_energy_kcal_mol": 97.3
}

6.
{
  "formula": "C9H9F2N2",
  "method": "ωB97M-V with the def2-TZVPD basis set",
  "species": ["H", "H", "C", "H", "C", "C", "H", "H", "H", "H", "F", "C", "F", "N", "C", "H", "C", "N", "H", "C", "C", "C"],
  "xyz": [[3.922, -0.944, -0.895], [-3.533, -0.062, 0.748], [-0.337, 0.198, 0.002], [-0.194, 1.214, 3.196], [-0.674, 0.955, 2.340], [0.807, -0.742, -2.095], [-2.736, 0.968, 2.998], [1.390, -0.075, -2.723], [-2.045, -0.474, -1.036], [2.122, 0.626, 2.027], [4.193, 0.622, 0.442], [3.449, 0.133, -0.566], [3.468, 0.867, -1.642], [0.784, -0.053, -0.775], [-2.008, 0.711, 2.112], [1.142, -1.769, -2.190], [1.861, 0.127, 0.003], [1.562, 0.548, 1.192], [-0.265, -0.550, -2.551], [0.168, 0.620, 1.246], [-1.726, -0.061, -0.147], [-2.530, 0.198, 0.925]],
  "mulliken_charge": [0.27, 0.45, 0.64, 0.52, -0.93, -0.92, 0.26, 0.40, 0.43, 0.27, -0.24, 0.25, -0.20, 0.16, -0.32, 0.33, 0.11, -0.03, 0.29, 0.63, -0.67, -0.71],
  "spin_multiplicity": 1,
  "homo_energy_ev": -13.302,
  "total_energy_ev": -17886.805,
  "smiles": "C[n+]1c(C(F)F)[nH]c2ccccc21",
  "total_charge": 1,
  "lumo_ev": -3.702,
  "gap_ev": 9.6,
  "largest_force_ev_per_a": 4.801,
  "relative_energy_kcal_mol": 24.3
}